Formula: C3H10N6
Source: the OMol25 dataset
Level of theory: ωB97M-V with the def2-TZVPD basis set

Each atom is followed by the atoms it is bonded to, with distances in Å.
Geometry (Å):
1 H 3.15 0.07 -0.38  N3 1.011
2 N 0.61 1.90 0.15  N12 1.408, C18 1.287
3 N 2.47 0.80 -0.23  H1 1.011, H17 1.031, C18 1.335
4 C -1.24 0.56 -0.15  C5 1.712, N8 1.316, N12 1.324
5 C 0.20 -0.38 -0.28  C4 1.712, N7 1.781, N16 1.324, C18 1.493
6 H 0.75 -1.98 1.47  N7 1.032
7 N 0.11 -1.19 1.30  C5 1.781, H6 1.032, H10 1.009, H13 1.038
8 N -2.48 0.17 -0.33  C4 1.316, H9 0.934, H14 1.031
9 H -2.73 -0.69 -0.61  N8 0.934
10 H 0.50 -0.77 2.14  N7 1.009
11 H 0.96 -1.59 -1.86  N16 1.030
12 N -0.79 1.78 0.11  N2 1.408, C4 1.324, H19 0.941
13 H -0.83 -1.42 1.67  N7 1.038
14 H -3.17 0.92 -0.41  N8 1.031
15 H -0.64 -1.84 -1.46  N16 1.027
16 N 0.18 -1.25 -1.28  C5 1.324, H11 1.030, H15 1.027
17 H 3.09 1.61 -0.07  N3 1.031
18 C 1.14 0.78 -0.20  N2 1.287, N3 1.335, C5 1.493
19 H -1.28 2.52 0.42  N12 0.941

Summary:
- ΔE to the lowest compared entry with this formula, charge and spin: 0.0 kcal/mol
- Orbital gap: 8.232 eV
- LUMO: -8.8 eV
- Charge: +2
- SMILES string: NC1=NNC(=[NH2+])[C@]1(N)[NH3+]
- HOMO: -0.625 Ha
- Calculated total energy: -12194.577 eV
- Strongest force on any atom: 5.5 eV Å⁻¹